Record 1
Below is C28H36AgIN6O3S as an isolated structure, with properties calculated with ωB97M-V with the def2-TZVPD basis set.

Its charge is 0. The HOMO energy is -0.253 Eh. The calculation puts the LUMO energy at 0.01 eV. The spin multiplicity is 1. The calculation puts the largest force on an atom at 0.0037 hartree/bohr.

Each line ends with the natural charge from an NBO analysis.
CARTESIAN COORDINATES (ANGSTROEM)
Ag 1.59 -0.83 1.33  0.823
C 4.78 1.47 -1.30  -0.642
C 3.54 2.26 -1.01  0.177
N 3.27 3.29 -1.75  -0.406
C 2.15 4.01 -1.49  -0.066
C 1.26 3.69 -0.51  -0.059
C 0.08 4.61 -0.29  -0.110
O 0.15 5.29 0.97  -0.725
C 1.50 2.54 0.31  -0.238
C 0.50 2.20 1.28  0.154
N 0.38 1.09 1.96  -0.613
C -0.69 1.07 2.87  0.205
C -1.00 2.19 3.65  -0.244
C -2.04 2.20 4.55  -0.191
C -2.82 1.06 4.73  -0.232
C -2.53 -0.08 4.00  -0.233
C -1.48 -0.07 3.09  -0.211
I -1.13 -1.86 2.05  0.133
C 2.71 1.81 0.10  0.403
O 3.11 0.84 0.81  -0.776
H 5.34 1.95 -2.10  0.224
H 4.51 0.45 -1.59  0.214
H 5.40 1.38 -0.40  0.223
H 1.98 4.87 -2.13  0.186
H -0.87 4.07 -0.27  0.211
H 0.04 5.33 -1.11  0.171
H 1.03 5.66 1.04  0.467
H -0.27 2.95 1.42  0.200
H -0.38 3.08 3.55  0.230
H -2.25 3.09 5.13  0.219
H -3.64 1.05 5.44  0.218
H -3.11 -0.98 4.13  0.222
N 2.88 -2.10 2.94  -0.882
C 4.24 -2.44 2.49  -0.215
C 4.24 -3.26 1.20  -0.413
C 3.82 -2.52 -0.07  -0.229
N 2.36 -2.46 -0.23  -0.906
H 2.93 -1.52 3.77  0.380
H 2.36 -2.93 3.19  0.367
H 4.79 -3.00 3.25  0.172
H 4.77 -1.50 2.32  0.208
H 3.64 -4.16 1.32  0.190
H 5.27 -3.60 1.05  0.219
H 4.29 -3.01 -0.93  0.176
H 4.18 -1.49 -0.04  0.223
H 1.95 -3.38 -0.29  0.361
H 2.12 -1.96 -1.09  0.403
C -1.72 -2.39 -4.46  -0.610
C -1.82 -3.23 -3.19  -0.402
C -0.83 -2.78 -2.11  -0.225
N -1.15 -1.46 -1.60  -0.599
C -0.44 -0.36 -1.81  0.316
S 1.03 -0.28 -2.61  -0.250
N -0.94 0.84 -1.30  -0.665
C -2.14 1.20 -0.68  0.669
O -2.17 2.22 -0.02  -0.568
C -3.38 0.41 -0.93  -0.109
C -3.74 0.03 -2.22  -0.202
C -4.93 -0.65 -2.43  -0.219
C -5.75 -0.96 -1.35  -0.195
C -5.39 -0.57 -0.07  -0.201
C -4.21 0.13 0.14  -0.194
H -2.46 -2.69 -5.19  0.212
H -0.73 -2.49 -4.91  0.216
H -1.87 -1.33 -4.24  0.204
H -1.63 -4.28 -3.41  0.209
H -2.84 -3.17 -2.78  0.199
H 0.18 -2.74 -2.52  0.234
H -0.84 -3.48 -1.27  0.197
H -1.98 -1.39 -1.04  0.418
H -0.23 1.56 -1.25  0.453
H -3.09 0.27 -3.06  0.225
H -5.22 -0.93 -3.43  0.222
H -6.68 -1.49 -1.51  0.219
H -6.04 -0.80 0.77  0.220
H -3.93 0.46 1.13  0.239


Record 2
Below is a single C7H17N molecule, with properties calculated with ωB97M-V with the def2-TZVPD basis set.

Its charge is 0. The HOMO energy is -0.309 Eh. The calculation puts the LUMO energy at 1.14 eV. The spin multiplicity is 1. The calculation puts the largest force on an atom at 0.0151 hartree/bohr.

Each line ends with the natural charge from an NBO analysis.
CARTESIAN COORDINATES (ANGSTROEM)
C -0.52 -0.11 -1.33  -0.403
C 1.01 -0.06 -1.34  -0.219
C 1.67 -1.34 -0.88  -0.612
C 1.48 0.33 -2.75  -0.598
C -1.15 -0.40 0.03  -0.213
N -1.25 0.81 0.84  -0.636
C -1.43 0.60 2.25  -0.215
C -0.16 0.31 3.07  -0.635
H -0.88 -0.84 -2.06  0.203
H -0.91 0.85 -1.69  0.208
H 1.32 0.78 -0.71  0.185
H 2.75 -1.28 -0.95  0.210
H 1.29 -2.17 -1.48  0.202
H 1.50 -1.56 0.18  0.208
H 2.57 0.27 -2.80  0.204
H 1.25 1.38 -2.94  0.209
H 1.10 -0.38 -3.48  0.202
H -2.17 -0.76 -0.16  0.183
H -0.60 -1.19 0.52  0.165
H -0.53 1.47 0.57  0.354
H -2.17 -0.18 2.38  0.192
H -1.89 1.49 2.66  0.187
H 0.06 -0.76 3.19  0.204
H 0.72 0.81 2.65  0.204
H -0.30 0.68 4.08  0.210


Record 3
Below is a single C3H7N3OS molecule at a distorted geometry, with properties calculated with ωB97M-V with the def2-TZVPD basis set.

Its charge is 0. The HOMO energy is -0.315 Eh. The calculation puts the LUMO energy at 0.58 eV. The spin multiplicity is 1. The calculation puts the largest force on an atom at 0.0704 hartree/bohr.

Each line ends with the natural charge from an NBO analysis.
CARTESIAN COORDINATES (ANGSTROEM)
C -1.84 1.16 0.30  -0.429
C -0.46 -0.88 -0.31  0.206
C 2.09 -0.27 0.70  -0.173
H -2.73 1.27 -0.35  0.225
H -1.40 2.17 0.41  0.230
H -2.17 0.73 1.28  0.239
H 1.00 0.64 -1.18  0.506
H 0.44 -2.20 -1.19  0.415
H 3.04 -0.37 1.27  0.202
H 1.36 0.70 0.91  0.219
N -0.71 0.42 -0.26  -0.118
N 0.78 -1.29 -0.89  -0.545
N 1.89 -1.37 0.02  -0.216
O 0.29 1.32 -0.75  -0.559
S -1.59 -2.04 0.04  -0.202


Record 4
Below is a 2-piece molecular cluster, C24H41OSi3 overall at a distorted geometry, with properties calculated with ωB97M-V with the def2-TZVPD basis set.

Its charge is +1. The HOMO energy is -0.435 Eh. The calculation puts the LUMO energy at -5.10 eV. The spin multiplicity is 1. The calculation puts the largest force on an atom at 0.0474 hartree/bohr.

Each line ends with the natural charge from an NBO analysis.
CARTESIAN COORDINATES (ANGSTROEM)
C -1.41 3.09 1.98  -1.140
Si 0.04 2.46 0.97  1.554
C 1.59 3.18 1.74  -1.139
H 0.08 0.88 1.18  -0.221
C -0.10 2.78 -0.87  -1.665
Si -1.72 1.99 -1.49  1.707
C -1.94 0.21 -0.94  -1.133
C -3.18 2.99 -0.87  -1.126
C -1.85 2.08 -3.36  -1.123
Si 1.48 2.28 -1.79  1.709
C 1.96 0.51 -1.37  -1.132
C 1.34 2.40 -3.65  -1.122
C 2.91 3.42 -1.35  -1.125
H -1.99 3.92 1.53  0.263
H -2.10 2.27 2.23  0.239
H -0.97 3.46 2.92  0.244
H 2.02 4.05 1.23  0.263
H 1.30 3.48 2.76  0.244
H 2.37 2.41 1.83  0.233
H -0.21 3.87 -1.04  0.296
H -2.95 -0.13 -1.24  0.250
H -1.21 -0.47 -1.40  0.229
H -1.88 0.07 0.14  0.228
H -4.00 2.86 -1.59  0.244
H -3.54 2.66 0.12  0.235
H -2.94 4.06 -0.81  0.240
H -2.92 2.08 -3.61  0.243
H -1.39 2.99 -3.76  0.243
H -1.39 1.21 -3.84  0.237
H 3.03 0.37 -1.58  0.245
H 1.80 0.29 -0.31  0.214
H 1.40 -0.24 -1.95  0.238
H 2.36 2.55 -4.04  0.244
H 0.94 1.48 -4.09  0.238
H 0.73 3.25 -3.97  0.242
H 3.63 3.38 -2.18  0.245
H 2.57 4.46 -1.24  0.241
H 3.43 3.12 -0.44  0.234
C 4.25 -5.19 -1.07  -0.265
O 4.54 -3.89 -0.50  -0.454
C 3.55 -3.31 0.23  0.411
C 3.75 -1.97 0.66  -0.261
C 2.72 -1.25 1.19  -0.117
C 1.41 -1.79 1.31  -0.141
C 0.32 -0.96 1.78  0.088
C -1.05 -1.43 1.73  -0.199
C -1.96 -1.01 2.73  -0.104
C -3.20 -1.62 2.88  -0.233
C -3.63 -2.60 1.97  0.079
C -4.97 -3.26 2.14  -0.651
C -2.79 -2.92 0.89  -0.192
C -1.56 -2.31 0.73  -0.126
C 1.27 -3.16 1.02  -0.035
C 2.29 -3.91 0.46  -0.351
H 5.18 -5.42 -1.59  0.225
H 4.04 -5.93 -0.28  0.192
H 3.39 -5.16 -1.76  0.193
H 4.74 -1.54 0.50  0.249
H 2.89 -0.21 1.47  0.229
H 0.60 -0.22 2.56  0.241
H -1.63 -0.24 3.42  0.226
H -3.84 -1.35 3.73  0.237
H -4.99 -4.23 1.63  0.232
H -5.23 -3.42 3.20  0.239
H -5.74 -2.61 1.68  0.248
H -3.11 -3.69 0.19  0.226
H -0.98 -2.51 -0.18  0.235
H 0.32 -3.65 1.23  0.221
H 2.08 -4.94 0.16  0.243


Record 5
Below is C37H49N5OS4Si2Ti as an isolated structure at a distorted geometry, with properties calculated with ωB97M-V with the def2-TZVPD basis set.

Its charge is -2. The HOMO energy is -0.011 Eh. The calculation puts the LUMO energy at 4.11 eV. The spin multiplicity is 1. The calculation puts the largest force on an atom at 0.0327 hartree/bohr.

Each line ends with the Löwdin charge.
CARTESIAN COORDINATES (ANGSTROEM)
Ti -0.75 -1.07 0.25  0.304
S 0.27 -3.21 0.87  0.637
C 0.33 -3.10 2.63  -0.649
C 0.82 -4.19 3.35  -0.140
C 0.91 -4.16 4.73  -0.126
C 0.53 -3.02 5.43  -0.123
C 0.04 -1.93 4.72  -0.133
C -0.08 -1.96 3.33  -0.623
S -0.76 -0.54 2.54  0.682
C 2.08 1.17 3.24  -0.057
C 2.88 0.36 2.49  -0.415
C 4.24 0.06 2.90  -0.100
C 5.08 -0.62 2.07  -0.153
C 4.62 -1.08 0.82  -0.117
C 3.26 -0.86 0.55  -0.397
C 2.74 -1.50 -0.72  -0.394
S 1.12 -1.08 -1.37  0.897
C 1.26 0.61 -1.91  -0.495
C 2.42 1.06 -2.52  -0.104
C 2.48 2.34 -3.05  -0.104
C 1.36 3.16 -3.00  -0.104
C 0.20 2.70 -2.38  -0.131
C 0.14 1.44 -1.80  -0.665
S -1.31 0.96 -0.93  0.658
N 2.41 -0.21 1.31  0.113
H 1.13 -5.07 2.80  0.088
H 1.30 -5.02 5.27  0.084
H 0.62 -2.97 6.51  0.084
H -0.25 -1.03 5.25  0.096
H 2.45 1.57 4.18  0.009
H 1.06 1.39 2.94  -0.020
H 4.57 0.41 3.87  0.083
H 6.10 -0.81 2.38  0.079
H 5.25 -1.64 0.14  0.070
H 2.67 -2.58 -0.58  0.056
H 3.45 -1.34 -1.54  0.067
H 3.29 0.42 -2.59  0.102
H 3.40 2.69 -3.52  0.092
H 1.38 4.16 -3.42  0.091
H -0.67 3.34 -2.32  0.098
C 0.59 -1.37 -4.52  -0.206
Si -1.24 -1.68 -4.16  0.375
C -2.13 -0.17 -4.88  -0.179
C -1.60 -3.15 -5.34  -0.200
N -1.64 -1.91 -2.52  -0.075
C -2.71 -2.61 -2.12  -0.353
C -3.66 -3.27 -2.96  -0.076
C -4.53 -4.24 -2.51  -0.144
C -4.56 -4.58 -1.16  -0.150
C -3.81 -3.79 -0.29  -0.113
C -3.01 -2.74 -0.73  -0.310
N -2.54 -1.77 0.22  -0.228
Si -3.71 -1.32 1.47  0.385
C -3.68 -2.37 3.03  -0.167
C -5.47 -1.49 0.79  -0.178
C -3.69 0.52 1.90  -0.221
H 0.72 -1.46 -5.60  0.018
H 1.23 -2.10 -4.03  0.012
H 0.92 -0.37 -4.23  0.002
H -2.11 -0.17 -5.98  0.013
H -1.65 0.74 -4.53  0.010
H -3.17 -0.15 -4.55  0.020
H -0.84 -3.18 -6.12  0.006
H -2.58 -3.08 -5.82  0.010
H -1.58 -4.09 -4.79  0.025
H -3.65 -3.03 -4.02  0.061
H -5.18 -4.75 -3.21  0.081
H -5.18 -5.38 -0.77  0.075
H -3.86 -3.98 0.77  0.082
H -3.65 -3.43 2.79  0.021
H -4.61 -2.17 3.58  0.026
H -2.83 -2.15 3.68  0.002
H -5.79 -2.51 0.56  0.014
H -5.59 -0.90 -0.12  0.039
H -6.14 -1.08 1.55  0.022
H -3.50 0.67 2.96  0.017
H -4.65 0.96 1.63  0.019
H -2.92 1.07 1.36  -0.035
C 3.92 2.86 0.37  -0.035
N 2.98 3.95 0.42  -0.079
C 3.50 5.25 0.78  -0.189
C 2.53 6.32 0.36  -0.170
C 1.21 6.07 1.06  -0.196
N 0.78 4.71 0.85  -0.086
C -0.59 4.39 1.17  -0.043
C 1.64 3.64 0.59  -0.462
O 1.21 2.51 0.49  0.042
H 4.60 2.99 -0.48  0.083
H 3.38 1.92 0.26  0.070
H 4.51 2.80 1.30  0.091
H 4.47 5.37 0.27  0.115
H 3.70 5.31 1.86  0.126
H 2.38 6.26 -0.72  0.116
H 2.90 7.32 0.61  0.106
H 0.43 6.74 0.68  0.113
H 1.31 6.29 2.14  0.120
H -0.82 4.62 2.22  0.087
H -0.76 3.33 0.99  0.067
H -1.27 4.98 0.53  0.083


Record 6
Below is C44H59CrN2P3S3Si as an isolated structure at a distorted geometry, with properties calculated with ωB97M-V with the def2-TZVPD basis set.

Its charge is +1. The expectation value of S² is 0.7725. The HOMO energy (spin up / spin down) is -0.354 / -0.355 Eh. The calculation puts the LUMO energy (spin up / spin down) at -3.82 / -3.39 eV. The spin multiplicity is 2. The calculation puts the largest force on an atom at 0.0469 hartree/bohr.

Each line ends with the Löwdin spin population.
CARTESIAN COORDINATES (ANGSTROEM)
Cr -0.23 0.01 0.16  1.061
C -3.48 -3.73 -0.43  -0.001
C -2.75 -2.39 -0.50  -0.002
C -3.75 -1.24 -0.59  -0.001
P -1.49 -1.88 0.79  -0.007
C -0.42 -3.38 1.12  -0.002
C 0.04 -4.01 -0.20  -0.001
C -1.03 -4.43 2.05  -0.001
C -2.25 -1.63 2.42  0.001
C -3.35 -2.36 2.87  0.000
C -3.84 -2.17 4.15  0.000
C -3.23 -1.25 4.99  0.000
C -2.14 -0.52 4.54  -0.001
C -1.63 -0.70 3.27  -0.002
Si -0.19 0.29 2.51  -0.010
C -0.39 2.18 2.71  0.000
C 0.18 2.90 3.74  -0.001
C 0.10 4.28 3.79  0.001
C -0.59 4.96 2.79  0.000
C -1.16 4.26 1.75  0.001
C -1.05 2.88 1.68  0.003
P -1.86 1.88 0.37  -0.014
C -3.60 2.23 1.02  -0.003
C -4.76 1.89 0.10  0.000
C -3.82 1.59 2.39  0.000
C -1.93 2.80 -1.28  -0.005
C -0.53 2.87 -1.89  -0.001
C -2.61 4.17 -1.39  -0.001
C 1.48 -0.19 3.27  -0.005
C 1.73 -0.20 4.64  -0.001
C 3.00 -0.46 5.13  0.000
C 4.04 -0.71 4.25  0.000
C 3.81 -0.71 2.89  0.000
C 2.53 -0.46 2.39  -0.001
P 2.15 -0.47 0.61  -0.020
C 3.09 -1.91 -0.15  -0.004
C 3.27 -3.07 0.84  0.000
C 4.41 -1.62 -0.86  -0.001
C 2.98 1.10 0.02  -0.002
C 4.39 1.39 0.54  -0.001
C 2.07 2.25 0.42  0.004
H -4.05 -3.84 -1.36  0.000
H -4.19 -3.77 0.39  0.000
H -2.80 -4.57 -0.36  0.000
H -2.13 -2.38 -1.41  0.000
H -4.37 -1.23 0.31  0.000
H -4.40 -1.37 -1.45  0.000
H -3.23 -0.29 -0.68  -0.001
H 0.44 -2.93 1.63  0.000
H -0.75 -4.61 -0.64  0.000
H 0.89 -4.66 -0.01  0.000
H 0.34 -3.24 -0.91  0.000
H -1.93 -4.86 1.64  0.000
H -1.26 -4.00 3.03  0.000
H -0.31 -5.23 2.19  0.000
H -3.83 -3.08 2.23  0.000
H -4.69 -2.73 4.49  0.000
H -3.62 -1.10 5.98  0.000
H -1.69 0.21 5.20  0.000
H 0.71 2.38 4.52  0.000
H 0.56 4.83 4.59  0.000
H -0.67 6.04 2.83  0.000
H -1.69 4.81 0.98  0.000
H -3.56 3.32 1.16  -0.001
H -5.05 0.85 0.21  0.000
H -4.55 2.09 -0.94  0.000
H -5.62 2.50 0.39  0.000
H -3.84 0.51 2.31  0.000
H -4.77 1.92 2.79  0.000
H -3.04 1.87 3.09  0.000
H -2.50 2.08 -1.88  0.000
H 0.09 3.62 -1.40  0.000
H -0.62 3.14 -2.94  0.000
H -0.04 1.89 -1.84  0.000
H -1.94 4.96 -1.05  0.000
H -3.55 4.23 -0.85  0.000
H -2.83 4.36 -2.44  0.000
H 0.92 -0.02 5.33  0.000
H 3.18 -0.48 6.19  0.000
H 5.03 -0.89 4.63  0.000
H 4.63 -0.91 2.21  0.000
H 2.38 -2.23 -0.93  0.000
H 4.18 -2.95 1.42  0.000
H 3.34 -4.01 0.30  0.000
H 2.44 -3.13 1.54  0.000
H 4.71 -2.52 -1.40  0.000
H 5.21 -1.39 -0.15  0.000
H 4.32 -0.81 -1.58  0.000
H 3.00 1.01 -1.08  0.000
H 4.39 1.45 1.62  0.000
H 4.70 2.36 0.15  0.000
H 5.12 0.66 0.21  0.000
H 2.06 2.36 1.51  0.000
H 1.04 2.08 0.08  0.002
H 2.43 3.19 -0.01  0.000
S -1.17 1.08 -7.21  0.000
C -0.46 0.49 -5.86  0.000
S -1.31 0.37 -4.31  0.000
C 0.18 -0.31 -3.61  0.003
N 1.13 -0.40 -4.46  0.003
N 0.81 0.02 -5.69  0.001
C 1.87 0.01 -6.62  0.000
C 3.16 -0.08 -6.09  0.000
C 4.25 -0.11 -6.92  0.000
C 4.08 -0.04 -8.30  0.000
C 2.81 0.05 -8.83  0.000
C 1.70 0.06 -8.00  0.000
S 0.36 -0.87 -2.03  0.014
H 3.27 -0.15 -5.02  0.000
H 5.24 -0.19 -6.50  0.000
H 4.94 -0.06 -8.95  0.000
H 2.67 0.09 -9.90  0.000
H 0.72 0.10 -8.44  0.000


Record 7
Below is a 2-piece molecular cluster, C3H9O2S overall at a distorted geometry, with properties calculated with ωB97M-V with the def2-TZVPD basis set.

Its charge is -1. The HOMO energy is -0.094 Eh. The calculation puts the LUMO energy at 3.88 eV. The spin multiplicity is 1. The calculation puts the largest force on an atom at 0.0456 hartree/bohr.

Each line ends with the natural charge from an NBO analysis.
CARTESIAN COORDINATES (ANGSTROEM)
C 0.65 0.10 0.51  -0.093
O 0.78 -1.32 0.30  -0.773
C 0.88 1.02 -0.76  -0.429
C -0.39 1.54 -1.51  -0.553
S -1.89 0.68 -1.06  -0.684
H 1.57 0.15 1.16  0.154
H -0.33 0.29 0.92  0.224
H 1.50 1.83 -0.35  0.187
H 1.53 0.42 -1.37  0.171
H -0.21 1.41 -2.61  0.181
H -0.45 2.59 -1.20  0.172
H 0.97 -1.45 -0.64  0.482
H 0.99 -1.91 1.79  0.501
H 0.54 -1.50 3.21  0.454
O 1.12 -2.12 2.75  -0.993